one) An isolated molecule of C4H9P. Source: the Open Molecules 2025 dataset; level of theory: ωB97M-V/def2-TZVPD.

## Properties
- LUMO energy: 1.1 eV
- Gap between HOMO and LUMO: 10.95 eV
- Structure (SMILES): CC1(P)CC1

```
14
Properties=species:S:1:pos:R:3:lowdin_charge:R:1
C 0.381 -1.370 0.551 -0.122
C -0.089 0.027 0.027 -0.723
P -2.017 0.082 0.214 0.874
C 0.701 0.852 -0.919 -0.142
C 0.619 1.249 0.609 -0.127
H 1.489 -1.391 0.696 0.086
H -0.105 -2.052 -0.187 0.061
H -0.169 -1.626 1.482 0.065
H -2.014 -1.225 -0.171 -0.141
H -2.222 0.256 -1.107 -0.148
H 0.043 1.377 -1.618 0.079
H 1.649 0.675 -1.433 0.097
H 1.631 1.059 0.942 0.088
H 0.104 2.086 0.913 0.051
```

two) An isolated molecule of C4H9P. Source: the Open Molecules 2025 dataset; level of theory: ωB97M-V/def2-TZVPD.

## Properties
- LUMO energy: 1.0 eV
- Gap between HOMO and LUMO: 10.08 eV
- Structure (SMILES): C=C(C)CP

```
14
Properties=species:S:1:pos:R:3:lowdin_charge:R:1
C 1.259 -1.170 -0.304 0.009
C 0.603 -0.173 0.196 -0.438
C 1.081 1.236 0.032 -0.103
C -0.929 -0.228 0.827 -0.441
P -2.272 0.309 -0.352 0.733
H 0.757 -2.127 -0.191 0.067
H 2.230 -1.147 -0.676 0.044
H 0.226 1.812 -0.419 0.071
H 1.996 1.158 -0.600 0.083
H 1.321 1.598 1.089 0.101
H -0.861 0.449 1.698 0.060
H -1.179 -1.135 1.245 0.013
H -2.859 -0.854 -0.974 -0.134
H -1.373 0.273 -1.572 -0.065
```

Top of the stability list: two), leading by 6.6 kcal/mol.

one) The ion C7H10IN2 with charge +1. Source: the Open Molecules 2025 dataset; level of theory: ωB97M-V/def2-TZVPD.

## Properties
- LUMO energy: -4.2 eV
- Net charge: +1
- Gap between HOMO and LUMO: 8.69 eV
- Structure (SMILES): C[C@H]1C=NC=C/C1=C(\[NH3+])I

```
20
Properties=species:S:1:pos:R:3:lowdin_charge:R:1
C -0.960 -1.380 1.540 0.004
C 0.149 -1.283 0.380 -0.254
C -0.506 -1.884 -0.861 -0.085
N -1.301 -1.217 -1.583 0.091
C -1.543 0.095 -1.227 -0.108
C -0.639 0.819 -0.543 -0.064
C 0.573 0.090 -0.112 -0.239
C 1.808 0.535 -0.492 -0.672
N 1.873 1.999 -0.807 0.139
I 3.694 -0.303 -0.077 0.976
H -0.558 -0.972 2.458 0.081
H -1.872 -0.874 1.250 0.077
H -1.155 -2.443 1.664 0.088
H 1.021 -1.865 0.677 0.114
H -0.309 -2.910 -1.133 0.131
H -2.476 0.491 -1.594 0.125
H -0.812 1.858 -0.309 0.112
H 1.053 2.272 -1.376 0.158
H 1.834 2.543 0.070 0.179
H 2.747 2.249 -1.292 0.146
```

two) The ion C7H10IN2 with charge +1. Source: the Open Molecules 2025 dataset; level of theory: ωB97M-V/def2-TZVPD.

## Properties
- LUMO energy: -5.1 eV
- Net charge: +1
- Gap between HOMO and LUMO: 7.51 eV
- Structure (SMILES): ICCCc1cccn[nH+]1

```
20
Properties=species:S:1:pos:R:3:lowdin_charge:R:1
I -0.654 2.281 3.286 0.827
C 0.110 2.070 1.299 -0.652
C -0.984 1.699 0.316 -0.287
C -1.387 0.199 0.393 -0.122
C -0.319 -0.651 -0.188 -0.181
C -0.122 -0.829 -1.568 0.060
C 0.939 -1.613 -1.957 0.038
C 1.770 -2.200 -0.988 -0.054
N 1.564 -2.038 0.291 0.138
N 0.534 -1.275 0.619 0.108
H 0.877 1.306 1.376 0.025
H 0.611 2.984 1.008 0.053
H -0.586 1.888 -0.684 0.115
H -1.866 2.314 0.443 0.107
H -1.534 -0.047 1.444 0.096
H -2.306 0.052 -0.163 0.136
H -0.791 -0.357 -2.269 0.142
H 1.148 -1.791 -3.002 0.132
H 2.605 -2.817 -1.275 0.133
H 0.391 -1.174 1.619 0.187
```

Top of the stability list: two), leading by 38.0 kcal/mol.